{"formula": "C6H10O", "method": "ωB97M-V with the def2-TZVPD basis set", "relative_energy_ev": 0.8293, "smiles": "CC1=CCC[C@H]1O", "lumo_energy_ev": 0.923, "elements": ["C", "C", "C", "C", "C", "C", "O", "H", "H", "H", "H", "H", "H", "H", "H", "H", "H"], "positions_angstrom": [[-0.72630, 1.88456, 0.98345], [-0.33291, 0.68878, 0.16745], [0.18270, 0.66018, -1.06828], [0.60744, -0.74287, -1.40703], [-0.36968, -1.57674, -0.56657], [-0.22217, -0.73203, 0.70184], [1.19044, -1.04274, 1.11244], [-0.12787, 1.94142, 1.90086], [-1.77887, 1.87782, 1.29461], [-0.55732, 2.80757, 0.42073], [0.41243, 1.52590, -1.68080], [1.50668, -0.89797, -0.77368], [0.76715, -0.98915, -2.45741], [-1.38490, -1.59503, -0.98194], [-0.02582, -2.59805, -0.38314], [-0.84215, -0.98764, 1.56279], [1.67975, -0.22331, 1.27073]], "forces_ev_per_angstrom": [[0.036, 0.044, 0.019], [0.373, 0.057, -0.153], [-0.025, 0.190, 0.268], [0.367, -0.186, 0.052], [0.052, -0.073, 0.050], [0.645, -0.325, 0.379], [-0.963, 0.472, 0.802], [-0.070, -0.014, -0.070], [0.166, -0.164, -0.094], [-0.017, -0.129, 0.049], [-0.172, -0.029, 0.028], [0.127, -0.006, -1.481], [-0.179, 0.003, 0.157], [0.157, 0.149, 0.229], [-0.039, 0.083, -0.082], [-0.108, 0.039, -0.185], [-0.351, -0.111, 0.031]]}



{"formula": "C17H11BrN6O3RuS", "method": "ωB97M-V with the def2-TZVPD basis set", "relative_energy_ev": 2.0982, "charge": -1, "lumo_energy_ev": [0.644, 1.044], "multiplicity": 2, "elements": ["Ru", "N", "C", "S", "N", "N", "C", "C", "C", "C", "C", "C", "C", "O", "H", "H", "H", "H", "H", "H", "H", "Br", "C", "C", "C", "C", "C", "C", "C", "O", "O", "H", "H", "H", "H", "N", "C", "N", "C", "N"], "positions_angstrom": [[0.11578, 1.12517, -0.54284], [-4.32246, 2.00234, -1.23691], [-3.08987, 1.60236, -0.82222], [-1.87897, 1.54681, -2.08026], [-2.92050, 1.27169, 0.41357], [-1.74794, 0.75161, 0.81489], [-1.60215, 0.59942, 2.10491], [-0.50590, -0.00876, 2.76731], [-0.51033, -0.07921, 4.17262], [0.52409, -0.64548, 4.87322], [1.62917, -1.15971, 4.18403], [1.68192, -1.10414, 2.81853], [0.62415, -0.54580, 2.05236], [0.68912, -0.56945, 0.77906], [-4.34573, 2.44400, -2.14047], [-4.97639, 2.32324, -0.54216], [-2.40114, 0.98628, 2.73921], [-1.36327, 0.32643, 4.70266], [0.49574, -0.68326, 5.95318], [2.45436, -1.58587, 4.73852], [2.53182, -1.48185, 2.26800], [2.56567, -5.25478, -4.32997], [1.67114, -3.86738, -3.36838], [0.62837, -4.20398, -2.52354], [-0.03528, -3.18889, -1.85471], [0.35383, -1.87260, -2.02524], [1.42735, -1.55643, -2.84383], [2.08728, -2.56417, -3.53704], [1.94622, -0.12154, -3.00581], [2.88110, 0.06757, -3.76918], [1.36041, 0.77024, -2.32496], [0.33955, -5.23613, -2.39173], [-0.85410, -3.42823, -1.19328], [-0.18537, -1.07955, -1.50368], [2.91044, -2.30390, -4.18607], [0.53831, 3.01578, 0.33075], [0.36156, 4.17991, 0.31909], [0.10771, 5.37747, 0.51683], [0.33839, 6.53077, 0.01735], [0.47593, 7.62002, -0.34382]], "forces_ev_per_angstrom": [[-2.104, -1.088, -0.104], [-0.273, 0.129, -0.227], [0.932, -0.375, 0.404], [1.872, -0.321, 1.064], [-1.556, 0.440, 0.194], [2.529, 0.997, -0.094], [-0.601, 0.288, -0.916], [1.247, -0.292, -0.114], [-0.072, 0.032, -0.155], [-0.024, 0.004, 0.251], [-0.128, 0.130, 0.027], [-0.106, -0.044, -0.316], [-0.625, 0.203, 1.411], [0.384, 1.387, -2.217], [-0.125, 0.103, 0.127], [0.073, -0.056, 0.034], [-0.208, -0.278, -0.171], [-0.050, 0.032, 0.039], [-0.030, 0.002, 0.035], [0.047, -0.042, 0.015], [0.040, -0.041, -0.033], [-0.041, 0.035, 0.063], [0.117, -0.161, -0.111], [-0.028, -0.035, -0.007], [-0.072, -0.018, 0.047], [0.087, 0.300, -0.006], [0.028, 0.320, -0.020], [-0.051, -0.039, 0.051], [0.445, -1.056, -0.253], [-0.072, 0.043, -0.059], [-1.125, 1.550, 1.830], [-0.015, -0.048, -0.023], [-0.087, -0.026, 0.058], [0.049, -0.347, -0.169], [0.012, 0.040, 0.016], [-0.282, -1.643, -0.811], [0.043, -0.748, -0.107], [-0.699, -0.710, 1.058], [0.384, 0.952, -0.626], [0.087, 0.381, -0.182]]}



{"formula": "CH3F2NO4S2", "method": "ωB97M-V with the def2-TZVPD basis set", "relative_energy_ev": 0.0000, "lumo_energy_ev": 0.065, "elements": ["C", "N", "O", "O", "O", "O", "F", "F", "S", "S", "H", "H", "H"], "positions_angstrom": [[0.46935, -0.05725, -0.42890], [1.68108, 0.09545, 0.21023], [-1.53349, 1.78158, -0.97308], [-1.02779, 1.15617, 1.30099], [-2.11979, -0.80784, -0.45871], [-0.84606, -1.60428, 1.49987], [0.55071, 2.58613, 0.15490], [-0.26476, -2.48597, -0.73734], [-0.58907, 1.46497, 0.02751], [-0.87829, -1.18493, 0.13420], [0.41317, -0.35306, -1.60708], [1.71098, -0.15266, 1.19293], [2.43395, -0.43830, -0.31552]], "forces_ev_per_angstrom": [[-2.590, 0.948, -2.221], [2.327, -2.084, -1.267], [0.538, 1.018, -0.479], [-0.535, 0.064, 3.467], [1.032, -0.481, -0.214], [0.653, 0.205, -0.907], [-1.049, -0.783, -0.340], [-0.805, 1.454, 0.910], [1.447, 0.534, -3.320], [-0.241, -3.218, 0.380], [0.642, 1.315, 2.838], [-0.237, 0.066, 0.012], [-1.183, 0.961, 1.140]]}



{"formula": "C49H34Cl8N5O4S2Y", "method": "ωB97M-V with the def2-TZVPD basis set", "relative_energy_ev": 0.5476, "lumo_energy_ev": -0.249, "elements": ["Y", "C", "C", "C", "C", "N", "C", "C", "C", "C", "C", "C", "N", "C", "C", "C", "C", "C", "N", "H", "H", "H", "H", "H", "H", "H", "H", "H", "H", "H", "Cl", "C", "C", "Cl", "C", "Cl", "C", "O", "C", "Cl", "C", "Cl", "O", "Cl", "C", "C", "C", "C", "C", "C", "N", "C", "C", "N", "C", "O", "C", "C", "C", "Cl", "S", "C", "C", "C", "Cl", "C", "H", "H", "H", "H", "H", "H", "H", "H", "H", "H", "H", "H", "H", "O", "S", "C", "C", "C", "C", "C", "C", "C", "C", "C", "C", "C", "C", "H", "H", "H", "H", "H", "H", "H", "H", "H", "H"], "positions_angstrom": [[0.68779, -0.71409, 0.14691], [1.06718, -5.28035, -1.00720], [1.90831, -5.40627, -2.09703], [2.37503, -4.26350, -2.72659], [1.98231, -3.02296, -2.23661], [1.17666, -2.91082, -1.18552], [0.72278, -4.00641, -0.57768], [2.43994, -1.73717, -2.84242], [3.27209, -1.74503, -3.95768], [3.66060, -0.54430, -4.51038], [3.20353, 0.62991, -3.94523], [2.37719, 0.56435, -2.82922], [2.01101, -0.60068, -2.28022], [1.86724, 1.82747, -2.20471], [2.22791, 3.07907, -2.69828], [1.74531, 4.22053, -2.08394], [0.91663, 4.09147, -0.98501], [0.60973, 2.81223, -0.55557], [1.06364, 1.70729, -1.14597], [0.69180, -6.14815, -0.48289], [2.20622, -6.38321, -2.45662], [3.03480, -4.35564, -3.57550], [0.09811, -3.76795, 0.28931], [3.61519, -2.66813, -4.39634], [4.30854, -0.51919, -5.37661], [3.50093, 1.56787, -4.38432], [2.88575, 3.18216, -3.54626], [2.02485, 5.19647, -2.45888], [0.51702, 4.94585, -0.45859], [-0.02020, 2.66428, 0.31567], [0.46610, 4.51174, 5.78055], [0.89837, 3.38048, 4.55036], [-0.08374, 2.67121, 3.86716], [-1.75029, 2.91152, 4.25146], [0.27300, 1.76807, 2.88024], [-0.91925, 0.84483, 2.02391], [1.61597, 1.51428, 2.51360], [1.92923, 0.69789, 1.58312], [2.58878, 2.25930, 3.22977], [4.23798, 1.98829, 2.80681], [2.23867, 3.16100, 4.22117], [3.46894, 4.03151, 5.05799], [-0.22083, -2.06488, 1.17740], [-1.93062, 5.40259, 1.06708], [-2.81204, 4.24619, 0.11866], [-3.08505, 4.50686, -1.21496], [-3.80404, 3.57446, -1.94184], [-4.24189, 2.38093, -1.37383], [-5.02208, 1.40704, -2.23279], [-4.11289, 0.64766, -3.20344], [-3.11527, -0.14738, -2.51757], [-3.28742, -1.42772, -2.03181], [-2.15774, -1.72502, -1.33681], [-1.29947, -0.65039, -1.38512], [-1.90400, 0.27204, -2.09730], [-5.96298, 2.08559, -3.05478], [-7.30113, 2.04834, -2.56309], [-7.46279, 2.65053, -1.19697], [-7.27617, 3.96753, -0.89935], [-6.93256, 5.22742, -2.00982], [-7.46903, 4.31225, 0.76537], [-7.83734, 2.67498, 1.09934], [-7.79665, 1.91203, -0.02328], [-3.92018, 2.14335, -0.04107], [-4.34493, 0.64869, 0.73302], [-3.22433, 3.07227, 0.71849], [-2.75775, 5.43322, -1.66617], [-4.06725, 3.78546, -2.97090], [-5.52827, 0.68559, -1.58781], [-3.61708, 1.36255, -3.86096], [-4.71726, -0.01425, -3.82221], [-4.18677, -1.98779, -2.21985], [-1.89795, -2.59021, -0.74950], [-1.51264, 1.25177, -2.32483], [-7.65190, 1.01037, -2.54132], [-7.89469, 2.59178, -3.29746], [-8.04202, 2.36111, 2.10951], [-7.98165, 0.84661, -0.02654], [-2.99626, 2.87251, 1.75500], [3.14567, -1.68759, 0.58098], [2.82325, -2.01964, 2.02324], [2.79238, -3.80009, 2.09704], [3.82145, -4.57653, 1.58159], [3.69836, -5.95453, 1.60689], [2.55425, -6.54026, 2.14365], [1.52562, -5.75216, 2.63668], [1.63447, -4.36597, 2.60497], [4.29201, -1.67975, 2.97568], [4.15548, -1.55804, 4.34977], [5.26492, -1.22644, 5.11215], [6.48885, -1.00607, 4.49479], [6.60707, -1.11244, 3.11499], [5.50236, -1.44685, 2.34614], [4.70127, -4.10365, 1.16231], [4.49305, -6.57624, 1.21463], [2.46549, -7.61939, 2.16677], [0.62794, -6.21207, 3.02945], [0.81515, -3.71845, 2.90126], [3.18700, -1.70527, 4.81420], [5.17039, -1.12146, 6.18487], [7.35081, -0.73347, 5.08988], [7.55930, -0.92053, 2.63744], [5.55474, -1.49240, 1.26540]], "forces_ev_per_angstrom": [[0.743, -0.580, -0.142], [0.011, -0.013, -0.016], [-0.011, -0.013, 0.014], [0.008, 0.009, -0.005], [0.033, 0.043, 0.057], [-0.140, 0.072, -0.012], [0.005, 0.004, -0.011], [0.006, -0.086, 0.027], [0.025, 0.058, -0.066], [-0.014, 0.030, 0.026], [0.070, -0.105, -0.104], [-0.027, 0.079, 0.062], [0.088, 0.089, -0.177], [0.029, -0.031, 0.073], [0.013, 0.035, -0.008], [0.002, 0.003, -0.003], [-0.016, -0.017, 0.007], [-0.022, -0.062, 0.102], [-0.175, -0.064, 0.006], [-0.006, 0.005, 0.004], [0.005, 0.003, -0.005], [0.002, -0.004, 0.002], [-0.016, -0.018, -0.009], [-0.026, -0.025, 0.034], [0.003, -0.005, 0.002], [-0.041, 0.036, 0.050], [-0.002, -0.012, -0.001], [-0.004, 0.004, 0.007], [-0.002, 0.026, 0.002], [-0.004, 0.022, -0.069], [0.002, -0.007, -0.005], [0.000, 0.027, 0.034], [0.016, -0.009, -0.030], [-0.002, 0.002, 0.019], [-0.015, 0.007, -0.013], [-0.228, 0.172, 0.191], [0.025, 0.080, -0.101], [-0.208, -0.044, -0.087], [0.006, -0.023, 0.032], [0.000, -0.004, 0.005], [-0.022, -0.013, -0.027], [0.013, 0.013, 0.012], [0.163, 0.044, -0.023], [0.019, 0.012, -0.004], [-0.015, -0.022, -0.016], [-0.008, 0.033, -0.005], [-0.044, 0.014, 0.013], [-0.033, -0.020, 0.006], [-0.061, 0.075, -0.050], [0.041, -0.032, 0.001], [-0.007, 0.006, -0.041], [0.029, 0.017, -0.012], [-0.052, 0.032, 0.109], [0.062, 0.133, 0.047], [0.001, 0.017, 0.045], [0.002, -0.060, 0.048], [0.033, 0.034, 0.030], [0.029, -0.057, -0.001], [-0.061, 0.045, 0.002], [0.057, -0.018, -0.031], [-0.013, -0.001, -0.002], [0.044, 0.014, 0.018], [0.094, -0.030, -0.016], [0.002, 0.001, -0.036], [-0.034, -0.021, -0.027], [0.006, 0.002, 0.009], [0.001, 0.000, 0.003], [0.006, -0.007, -0.003], [-0.024, -0.048, 0.018], [0.022, -0.006, 0.003], [-0.031, 0.029, -0.005], [-0.004, 0.005, -0.002], [-0.014, 0.000, 0.003], [-0.008, 0.004, -0.002], [-0.020, 0.009, 0.014], [0.046, 0.018, -0.031], [-0.002, 0.002, 0.002], [0.000, 0.001, 0.000], [0.004, -0.014, 0.004], [-0.334, 0.086, 0.112], [-0.133, 0.069, 0.046], [0.004, -0.004, 0.026], [0.024, 0.013, 0.031], [-0.015, -0.015, 0.011], [0.008, 0.009, 0.000], [0.009, -0.003, -0.010], [-0.062, -0.011, 0.011], [0.150, -0.070, -0.147], [-0.002, -0.017, 0.019], [-0.014, -0.005, -0.013], [0.020, 0.002, -0.023], [0.007, 0.009, 0.039], [-0.006, 0.032, -0.042], [-0.002, 0.009, 0.010], [0.000, -0.001, -0.002], [0.001, -0.001, 0.000], [-0.001, 0.002, 0.004], [0.009, 0.008, -0.019], [0.003, -0.002, -0.001], [-0.002, 0.000, 0.002], [-0.001, 0.001, 0.002], [0.001, 0.001, -0.004], [-0.014, -0.010, -0.001]]}



The records above yield energy values of -8430.411, -116350.816, -37868.868, -189902.838 eV, respectively.